Entry 1:
ORCA calculation (the ωB97M-V functional and the def2-TZVPD basis) on a 18-piece molecular cluster, C11H58NO17 overall in a non-equilibrium geometry.

Calculated values
* charge: +1
* highest occupied orbital energy: -12.849 eV
* DFT total energy: -48631.8140 eV
* energy above the lowest of the compared OMol25 structures with the same formula, charge and spin: 126.6 kJ/mol
* HOMO-LUMO gap: 10.140 eV

Structure (XYZ):
```
87
Properties=species:S:1:pos:R:3:lowdin_charge:R:1
C 3.59 -2.89 -0.20 -0.12
C 2.37 -2.38 0.42 -0.24
C 1.70 -1.15 -0.23 -0.14
C 0.56 -0.53 0.61 -0.12
N -0.07 0.69 0.14 -0.17
C -0.81 0.48 -1.28 0.00
C -0.11 1.34 -2.37 -0.11
C 1.21 1.73 -1.70 -0.09
C 0.89 1.78 -0.24 -0.08
C -1.11 1.28 1.10 -0.06
C -0.50 1.76 2.43 -0.21
C -1.36 2.71 3.19 -0.04
H 4.50 -2.43 -0.05 0.04
H 3.54 -3.04 -1.22 0.02
H 3.81 -4.00 0.11 0.11
H 2.44 -2.31 1.53 0.13
H 1.63 -3.13 0.24 0.10
H 1.38 -1.25 -1.23 0.09
H 2.48 -0.31 -0.31 0.11
H 0.84 -0.21 1.63 0.14
H -0.25 -1.25 0.86 0.15
H -1.97 0.75 -1.10 0.16
H -0.85 -0.52 -1.61 0.08
H -0.48 2.26 -2.44 0.07
H -0.15 0.95 -3.32 0.08
H 1.51 2.52 -2.18 0.07
H 1.91 0.79 -1.81 0.15
H 0.43 2.49 0.11 0.04
H 1.83 1.57 0.25 0.14
H -1.68 0.52 1.20 0.06
H -1.66 1.98 0.61 0.10
H 0.46 2.05 2.25 0.08
H -0.15 1.05 3.03 0.08
H -2.24 2.23 3.38 0.03
H -1.48 3.70 2.38 0.18
H -1.00 2.88 4.10 0.02
O -3.85 3.13 -0.80 -0.14
H -3.51 2.60 -1.69 0.12
H -4.30 2.34 -0.45 -0.03
O 0.35 -2.98 -3.56 -0.04
H -0.51 -2.58 -3.29 -0.01
H 0.34 -3.07 -4.47 0.00
O -2.21 -2.70 -2.90 -0.04
H -2.79 -2.01 -3.19 0.03
H -2.87 -3.39 -2.61 0.11
O 3.20 -5.99 -1.48 -0.05
H 3.51 -5.98 -2.39 0.02
H 3.94 -6.48 -1.13 0.04
O 1.23 0.98 -5.85 -0.07
H 0.36 0.65 -6.08 -0.02
H 1.73 0.13 -5.66 0.07
O 5.04 0.79 -0.09 0.03
H 5.39 0.30 -0.78 0.00
H 4.77 1.51 -0.58 0.01
O -4.50 4.46 2.33 0.02
H -4.11 4.85 1.61 0.00
H -5.25 4.92 2.04 0.04
O -1.45 -0.31 -5.69 0.05
H -1.95 -0.58 -4.96 0.00
H -1.01 -0.99 -6.04 -0.02
O -5.46 3.14 4.48 0.04
H -5.16 3.13 5.33 0.01
H -4.88 3.48 3.87 -0.03
O 4.99 -1.22 -2.54 0.02
H 4.47 -1.83 -2.97 -0.05
H 5.83 -1.50 -2.38 0.01
O -4.77 0.84 0.75 -0.09
H -4.22 0.04 0.79 0.03
H -5.13 0.92 1.68 0.02
O 3.51 -3.28 -3.83 -0.06
H 3.79 -4.13 -4.28 0.09
H 2.55 -3.21 -3.77 0.01
O -5.50 0.77 3.37 0.04
H -5.52 1.44 3.79 -0.18
H -4.59 0.56 3.80 0.07
O 1.34 4.49 4.17 0.01
H 1.55 4.60 3.28 0.00
H 1.21 5.39 4.36 0.01
O -3.16 0.02 4.83 -0.03
H -3.17 -0.91 4.54 0.07
H -3.33 -0.04 5.77 0.06
O 4.36 -0.63 2.32 -0.08
H 4.60 -0.20 1.46 0.00
H 5.09 -1.22 2.50 0.04
O -0.52 -3.78 2.75 0.05
H -0.28 -4.42 3.40 0.04
H -0.37 -4.09 1.98 -0.08
```



Entry 2:
ORCA calculation (the ωB97M-V functional and the def2-TZVPD basis) on an isolated ion of composition C4H8NO3 and charge +1 in a non-equilibrium geometry.

Calculated values
* charge: +1
* highest occupied orbital energy: -15.115 eV
* DFT total energy: -11902.1838 eV
* energy above the lowest of the compared OMol25 structures with the same formula, charge and spin: 136.4 kJ/mol
* HOMO-LUMO gap: 11.628 eV

Structure (XYZ):
```
16
Properties=species:S:1:pos:R:3:nbo_charge:R:1
N -1.70 -0.08 -0.51 -0.71
C -0.30 0.78 -0.55 -0.12
C 0.09 0.75 -2.06 0.43
O -0.61 0.21 -2.81 -0.47
C 0.92 0.02 0.09 -0.58
C 0.66 -0.50 1.51 0.80
O -0.37 -1.08 1.77 -0.59
O 1.54 0.01 2.42 -0.65
H -2.50 0.51 -0.88 0.46
H -1.56 -0.91 -1.05 0.45
H -1.84 -0.39 0.46 0.47
H -0.64 1.74 -0.01 0.27
H 1.03 1.12 -2.32 0.16
H 1.88 0.70 -0.09 0.29
H 1.25 -0.89 -0.63 0.27
H 1.59 -0.81 3.10 0.52
```



Entry 3:
ORCA calculation (the ωB97M-V functional and the def2-TZVPD basis) on H8O12S2Tl as an isolated structure in a non-equilibrium geometry.

Calculated values
* charge: -1
* highest occupied orbital energy: -3.159 eV
* DFT total energy: -51046.2280 eV
* energy above the lowest of the compared OMol25 structures with the same formula, charge and spin: 1537.1 kJ/mol
* HOMO-LUMO gap: 3.717 eV

Structure (XYZ):
```
23
Properties=species:S:1:pos:R:3:lowdin_charge:R:1
Tl 0.43 -0.54 -0.17 0.85
S -1.78 1.54 0.24 0.41
O -2.04 2.07 -1.05 -0.28
O -0.49 0.84 0.36 -0.55
O -1.78 2.67 1.26 -0.36
O -2.83 0.58 0.51 -0.15
S 1.23 1.95 -0.47 0.33
O 2.45 2.60 -0.94 -0.35
O 0.55 1.13 -1.48 -0.35
O 1.36 1.11 0.75 -0.39
O 0.18 2.93 -0.18 -0.35
O 0.95 -1.37 -1.92 0.02
H 1.03 -2.24 -2.30 0.10
H 0.81 -0.79 -2.66 0.11
O 2.02 -0.73 1.18 -0.05
H 2.36 -1.59 0.93 0.07
H 2.19 -0.67 2.12 0.11
O -1.61 -0.86 0.15 -0.13
H -2.16 -1.54 -0.24 0.09
H -2.17 -0.08 0.17 -0.34
O -0.23 -2.01 1.03 -0.02
H 0.00 -2.91 0.77 0.10
H -0.46 -2.08 1.95 0.13
```



Entry 4:
ORCA calculation (the ωB97M-V functional and the def2-TZVPD basis) on C4H6N4 as an isolated structure in a non-equilibrium geometry.

Calculated values
* charge: 0
* highest occupied orbital energy: -8.935 eV
* DFT total energy: -10198.4881 eV
* energy above the lowest of the compared OMol25 structures with the same formula, charge and spin: 719.0 kJ/mol
* HOMO-LUMO gap: 9.303 eV

Structure (XYZ):
```
14
Properties=species:S:1:pos:R:3:nbo_charge:R:1
C 1.34 -0.14 0.42 -0.06
C 1.09 1.43 -0.09 -0.17
C -1.25 -1.20 0.15 -0.14
C -0.04 -0.39 0.51 0.02
H 2.89 -1.58 0.21 0.37
H 1.56 -1.51 -1.16 0.35
H 1.77 0.10 1.51 0.20
H 1.13 1.63 -1.17 0.23
H 1.38 2.31 0.55 0.22
H -1.51 -2.35 0.22 0.22
N 2.44 -0.77 -0.52 -0.79
N -0.38 0.76 0.17 -0.14
N -1.73 0.87 -0.24 -0.13
N -2.34 -0.40 -0.27 -0.20
```



Entry 5:
ORCA calculation (the ωB97M-V functional and the def2-TZVPD basis) on a 3-piece molecular cluster, C3H8O overall.

Calculated values
* charge: 0
* highest occupied orbital energy: -10.121 eV
* DFT total energy: -5285.5007 eV
* energy above the lowest of the compared OMol25 structures with the same formula, charge and spin: 255.7 kJ/mol
* HOMO-LUMO gap: 10.985 eV

Structure (XYZ):
```
12
Properties=species:S:1:pos:R:3:nbo_charge:R:1
H -0.72 -1.42 0.68 0.01
H -1.38 -1.74 0.81 -0.01
C 1.60 -0.71 -0.28 -0.40
C 1.58 0.56 0.13 -0.39
H 2.05 -1.49 0.32 0.19
H 1.17 -1.01 -1.23 0.20
H 1.11 1.33 -0.48 0.21
H 2.01 0.86 1.07 0.19
C -1.86 0.90 -0.25 0.28
O -1.25 1.38 -1.17 -0.51
H -1.53 1.01 0.80 0.11
H -2.78 0.31 -0.41 0.11
```



Entry 6:
ORCA calculation (the ωB97M-V functional and the def2-TZVPD basis) on C4H5NO as an isolated structure in a non-equilibrium geometry.

Calculated values
* charge: 0
* highest occupied orbital energy: -9.064 eV
* DFT total energy: -7762.0977 eV
* energy above the lowest of the compared OMol25 structures with the same formula, charge and spin: 427.3 kJ/mol
* HOMO-LUMO gap: 9.413 eV

Structure (XYZ):
```
11
Properties=species:S:1:pos:R:3:nbo_charge:R:1
N 3.02 0.67 -0.27 -0.31
C 2.07 0.01 -0.19 0.29
C 0.83 -0.76 -0.08 -0.61
C -0.09 0.08 0.78 0.04
C -1.04 0.84 -0.06 -0.18
O -1.76 -0.40 0.20 -0.60
H 1.06 -1.72 0.41 0.26
H 0.46 -0.98 -1.10 0.23
H -2.09 -0.37 1.11 0.51
H -1.54 1.72 0.35 0.19
H -0.92 0.91 -1.15 0.18
```



> Look up the DFT total energy of the first one.

-48631.8140 eV